Model w:
Below is a cluster of 2 separate species, C8H15N in total, with properties calculated with the ωB97M-V functional and the def2-TZVPD basis.

SMILES	[H]/N=C(\C#C)C(C)C.CC
molecular weight	125.21	g/mol
LUMO level	0.57	eV
HOMO	-10.097	eV

Element x y z (Å)
C 0.067 -0.182 1.851
C -1.278 -0.557 1.222
C -0.053 1.064 2.722
C 1.098 0.019 0.757
N 1.939 0.976 0.842
H 0.402 -1.024 2.473
H 2.701 0.922 0.169
H -0.025 1.042 -1.124
H -1.635 0.250 0.584
H -2.019 -0.720 2.002
H -1.187 -1.459 0.621
H -0.322 1.922 2.111
H 0.895 1.273 3.211
H -0.808 0.915 3.492
C -0.107 0.885 -2.266
C -1.035 -0.250 -2.654
C 1.331 -1.148 -0.056
C 1.602 -2.025 -0.834
H 0.917 0.674 -2.587
H -0.423 1.823 -2.724
H -2.053 -0.056 -2.322
H -1.046 -0.379 -3.737
H -0.702 -1.183 -2.203
H 1.741 -2.783 -1.549

=====

Model x:
Below is an isolated molecule of C8H15N, with properties calculated with the ωB97M-V functional and the def2-TZVPD basis.

SMILES	CC[C@]1(C)CC[C@H]2CN21
molecular weight	125.21	g/mol
LUMO level	1.03	eV
HOMO	-8.795	eV

Element x y z (Å)
C 2.590 -0.476 -0.276
C 1.246 -0.430 -0.867
C 0.186 0.280 -0.006
C 0.718 1.637 0.472
C -0.413 -0.609 1.065
C -1.468 -1.445 0.326
C -1.983 -0.426 -0.701
C -2.174 0.955 -0.296
H 3.042 0.556 -0.123
H 2.544 -1.043 0.586
H 3.260 -0.977 -0.936
H 0.904 -1.421 -1.111
H 1.250 0.102 -1.786
H -0.073 2.258 1.057
H 1.597 1.354 1.209
H 1.132 2.302 -0.293
H 0.377 -1.190 1.583
H -0.998 -0.038 1.817
H -2.298 -1.767 1.064
H -0.975 -2.319 -0.145
H -2.490 -0.707 -1.603
H -2.335 1.207 0.750
H -2.718 1.706 -0.908
N -0.921 0.493 -0.879

=====

How far above the most stable structure does each one sit? In kcal/mol: model w 17.3; model x 0.0.